Formula: CH10O3S
Source: OMol25
Level of theory: ωB97M-V/def2-TZVPD

Geometry (Å):
1 C -3.9360 1.5789 -1.1715
2 S -2.6766 0.7440 0.0455
3 H -4.1714 2.5676 -0.8146
4 H -3.4392 1.6054 -2.0805
5 H -4.8560 1.0695 -1.3678
6 H -3.4889 -0.1647 0.4882
7 H 4.0452 1.3504 1.7516
8 H 5.4524 0.8345 1.8345
9 O 4.8587 1.4982 2.0955
10 H -1.1896 -6.1269 0.2463
11 H -0.6492 -5.6741 1.5026
12 O -0.5274 -6.2610 0.8581
13 H 3.2732 2.6418 -0.4689
14 H 3.4831 2.0766 -1.8541
15 O 3.8218 2.2601 -1.0651

Properties
- HOMO energy (spin up / spin down) (eV) = 0.946 / -5.781
- <S²> = 0.75
- charge = -1
- 2S+1 = 2
- relative energy (zero: lowest compared OMol25 entry of this formula, charge and spin) (kcal/mol) = 38.5
- Kohn-Sham gap (spin up / spin down) (eV) = 2.14 / 9.19
- LUMO energy (spin up / spin down) (eV) = 3.1 / 3.4
- electronic energy (Ha) = -667.90008
- maximum force (hartree/bohr) = 0.124